[1]
{"formula": "CH9Na5O8", "method": "ωB97M-V with the def2-TZVPD basis set", "charge": 2, "gap_ev": 4.973, "e_tot_ev": -39634.5775, "homo_ev": -14.54, "species": ["Na", "Na", "Na", "Na", "Na", "O", "H", "C", "O", "O", "O", "O", "H", "H", "O", "H", "H", "O", "H", "H", "O", "H", "H"], "xyz": [[11.502530, -16.515684, 0.792575], [13.472225, -11.642301, -2.195394], [9.243038, -12.909108, 0.846393], [11.931988, -10.198180, 0.450453], [12.752999, -12.769524, 1.516167], [13.290269, -15.184962, 1.689920], [13.115948, -14.912616, 0.786639], [11.471346, -13.610916, -1.064259], [12.008611, -13.989663, -2.144013], [10.670049, -14.353692, -0.415744], [11.740817, -12.405940, -0.647073], [11.386134, -15.003595, -4.751069], [10.530215, -14.751874, -5.118024], [11.401330, -14.651226, -3.845466], [11.827057, -16.871279, -1.691946], [12.750123, -17.043265, -1.920576], [11.702987, -15.924461, -1.874245], [14.004693, -13.806266, -3.974626], [13.607687, -14.213188, -3.196230], [13.302809, -13.856141, -4.646145], [8.305023, -15.671592, -0.545942], [7.911981, -15.157402, 0.166620], [9.205956, -15.322578, -0.659907]], "atomic_forces_ev_per_a": [[0.4, -0.2, -0.2], [0.0, -1.3, -1.1], [-0.1, -0.7, -0.6], [-0.4, 0.3, -0.5], [0.7, -2.0, 0.5], [-1.3, 1.3, 0.1], [0.4, -0.2, -0.9], [0.0, -2.1, -2.3], [-0.1, 0.6, 1.1], [-0.2, 0.9, 1.3], [0.7, 3.2, 2.2], [0.1, 0.4, 0.2], [0.1, -0.1, 0.0], [-0.3, -0.2, -0.3], [0.1, 0.3, 0.7], [-0.2, -0.1, -0.1], [0.1, -0.2, -0.3], [0.1, 0.8, 0.2], [-0.1, -0.2, -0.2], [0.2, -0.3, 0.1], [0.2, 0.2, 0.2], [-0.3, -0.3, 0.0], [-0.2, -0.1, -0.2]]}

---

[2]
{"formula": "CHAgO2", "method": "ωB97M-V with the def2-TZVPD basis set", "charge": 1, "spin_multiplicity": 2, "s_squared": 0.76, "gap_ev": [10.578, 7.295], "e_tot_ev": -9134.0656, "homo_ev": [-16.95, -16.69], "species": ["H", "O", "C", "O", "Ag"], "xyz": [[2.010470, 0.239990, 0.353320], [0.591809, 0.611819, 0.882694], [1.007262, 0.415373, -0.341925], [0.367422, -0.464759, -0.979332], [-1.321569, -0.254745, 0.356904]], "atomic_forces_ev_per_a": [[0.8, 0.9, -2.4], [-0.3, 2.3, -0.2], [-0.2, -5.3, 3.6], [1.8, 2.7, -1.4], [-2.1, -0.6, 0.4]]}

---

[3]
{"formula": "CHAuF3NO6S2", "method": "ωB97M-V with the def2-TZVPD basis set", "charge": 0, "spin_multiplicity": 3, "s_squared": 2.01, "gap_ev": [7.410, 3.695], "e_tot_ev": -48328.9852, "homo_ev": [-8.64, -8.63], "species": ["N", "S", "O", "O", "S", "O", "O", "C", "F", "F", "F", "O", "Au", "O", "H"], "xyz": [[-0.602394, 0.734532, 0.836640], [-1.880917, 1.945523, 0.022099], [-3.133650, 1.190243, 0.320737], [-1.706567, 3.109917, 0.939008], [0.496913, 0.115970, 0.042104], [0.187105, -0.322078, -1.491653], [1.117774, -1.102663, 0.665093], [1.960301, 1.223654, -0.332464], [1.557750, 2.193193, -1.134823], [2.357653, 1.734656, 0.818926], [2.943802, 0.550601, -0.889584], [-0.587972, -1.595004, -1.431405], [0.054899, -2.467233, 0.036147], [-0.931440, -3.719694, 0.652670], [-1.833257, -3.591617, 0.946507]], "atomic_forces_ev_per_a": [[3.3, -2.2, -1.0], [-3.3, 2.1, 1.6], [2.1, 0.8, -0.7], [0.1, -1.8, -1.6], [-3.5, 4.7, 2.1], [-0.1, -0.5, -0.3], [4.3, 2.8, 1.0], [0.0, 0.2, -0.1], [-0.1, -0.2, 0.0], [-0.1, -0.2, 0.0], [0.3, -0.2, -0.2], [-1.0, 4.2, -5.2], [3.2, -3.1, 1.3], [-4.4, -6.6, 2.9], [-0.7, 0.0, 0.1]]}

---

[4]
{"formula": "CHBF4O3Tl", "method": "ωB97M-V with the def2-TZVPD basis set", "charge": 1, "gap_ev": 2.528, "e_tot_ev": -23426.4724, "homo_ev": -15.13, "species": ["Tl", "O", "C", "O", "O", "H", "B", "F", "F", "F", "F"], "xyz": [[7.847798, -25.814533, -3.186144], [6.981941, -24.328026, -7.931689], [7.093646, -25.142070, -6.947429], [7.336242, -26.361553, -7.046450], [6.812264, -24.797761, -5.770068], [7.301411, -24.769117, -8.752191], [11.089185, -27.834416, -2.859446], [11.412958, -27.299573, -4.119457], [10.835462, -29.185775, -2.988046], [12.039805, -27.510827, -1.919604], [9.841689, -27.191729, -2.443367]], "atomic_forces_ev_per_a": [[0.8, -0.6, 0.4], [0.6, -0.3, 0.1], [-1.0, 0.6, -1.6], [0.2, 0.1, 1.4], [0.5, -0.8, 0.1], [-0.2, 0.4, -0.1], [0.7, -0.1, -0.2], [-0.3, 0.0, 0.1], [0.0, 0.3, 0.1], [-0.3, -0.2, -0.2], [-1.0, 0.6, 0.0]]}

---

[5]
{"formula": "CHBeF3NO5S2", "method": "ωB97M-V with the def2-TZVPD basis set", "charge": -1, "gap_ev": 8.569, "e_tot_ev": -43009.6072, "homo_ev": -5.31, "species": ["O", "Be", "H", "N", "S", "O", "O", "S", "O", "O", "C", "F", "F", "F"], "xyz": [[-0.031369, 1.267122, -0.486880], [1.378109, 0.876732, -0.744460], [1.841418, 0.525076, -2.754860], [0.308886, -0.352738, 1.514079], [1.447116, -1.333826, 0.659923], [2.435535, -0.259090, 0.094441], [2.133880, -2.029363, 1.793296], [-0.624726, 0.614743, 0.741738], [1.720518, 1.212777, -2.076239], [-1.293135, 1.570640, 1.626651], [-2.065548, -0.345165, 0.032380], [-1.682598, -1.050816, -1.023013], [-2.531961, -1.177281, 0.953267], [-3.036123, 0.481187, -0.330327]], "atomic_forces_ev_per_a": [[-1.9, -0.2, 1.5], [2.8, -1.7, 0.3], [0.2, 0.7, 0.8], [-0.9, 1.0, -1.2], [1.4, -1.0, 1.7], [-2.2, 1.0, -0.4], [-0.9, 0.7, -1.5], [-0.5, 0.3, 3.3], [1.0, 0.0, -3.0], [0.6, -1.1, -1.3], [0.7, 0.5, 0.2], [0.1, -0.3, -0.4], [-0.1, -0.1, 0.2], [-0.4, 0.2, -0.2]]}

---

[6]
{"formula": "CHBeO2", "method": "ωB97M-V with the def2-TZVPD basis set", "charge": 1, "gap_ev": 8.631, "e_tot_ev": -5539.6622, "homo_ev": -16.44, "species": ["O", "C", "O", "Be", "H"], "xyz": [[0.827317, -0.578585, 1.191627], [0.356521, -0.647091, 0.095283], [-0.383656, 0.566179, -0.324761], [-0.394077, -0.583131, -1.367924], [-0.406106, 1.242627, 0.405776]], "atomic_forces_ev_per_a": [[-0.9, -1.1, -3.1], [2.5, -1.0, 4.5], [-1.2, 1.3, -1.2], [-0.1, 1.0, 0.6], [-0.2, -0.2, -0.9]]}

---

[7]
{"formula": "CHBr2FS", "method": "ωB97M-V with the def2-TZVPD basis set", "charge": 0, "gap_ev": 9.104, "e_tot_ev": -154688.0404, "homo_ev": -10.24, "species": ["C", "F", "S", "Br", "Br", "H"], "xyz": [[-0.065354, 0.379581, 0.113820], [0.582225, -0.451290, -1.580672], [0.822653, -0.793002, 1.068951], [-1.904739, 0.302625, 0.010054], [0.450520, 2.188931, 0.116957], [0.114695, -1.626845, 0.270889]], "atomic_forces_ev_per_a": [[1.7, -0.4, -1.7], [-1.3, 1.6, 2.2], [-0.9, 0.4, -0.7], [-0.6, -0.6, -0.3], [0.6, -0.4, -0.1], [0.5, -0.6, 0.5]]}

---

[8]
{"formula": "CHBr2FS", "method": "ωB97M-V with the def2-TZVPD basis set", "charge": 0, "spin_multiplicity": 3, "s_squared": 2.01, "gap_ev": [8.607, 7.100], "e_tot_ev": -154687.1666, "homo_ev": [-8.30, -9.73], "species": ["C", "F", "S", "Br", "Br", "H"], "xyz": [[-0.755649, 0.358057, -0.159394], [-0.324983, 0.164324, -1.410482], [1.922523, -0.490000, 0.944189], [-1.961747, -1.015082, 0.427056], [-1.100382, 2.102680, 0.463125], [2.220238, -1.119980, -0.264492]], "atomic_forces_ev_per_a": [[-0.3, -0.8, 0.2], [-0.5, 0.6, 0.6], [0.5, -0.6, -0.9], [0.4, 0.5, -0.3], [0.1, -0.3, -0.6], [-0.3, 0.6, 1.0]]}